C46H31F5MnN5O4P2S2Se2 | wB97M-V/def2-TZVPD

```
98
C46H31F5MnN5O4P2S2Se2 (wB97M-V/def2-TZVPD)
Mn -0.57878 -1.48971 -0.65691
Se 2.33504 4.60498 -3.52362
P 1.81264 3.98147 -1.58038
C 0.72096 5.22334 -0.81579
C -0.56738 5.31305 -1.33955
C -1.42994 6.30233 -0.90747
C -1.01713 7.21852 0.04913
C 0.26009 7.13496 0.57717
C 1.12678 6.14005 0.14638
C 3.28915 3.79367 -0.53376
C 3.62282 2.56573 0.02745
C 4.79369 2.42409 0.75787
C 5.63772 3.50723 0.93315
C 5.32255 4.73076 0.35673
C 4.16393 4.86956 -0.38663
C 0.94181 2.40843 -1.49655
C 0.40152 1.58763 -0.51419
N 0.03781 0.44465 -1.15000
N 0.31900 0.58994 -2.45472
N 0.85800 1.73914 -2.67354
P -0.12682 1.59152 1.21822
Se -1.36694 -1.03065 1.57110
C 1.22691 2.20811 2.27524
C 1.86137 1.23562 3.04612
C 2.91712 1.57574 3.88042
C 3.33703 2.89383 3.96516
C 2.69903 3.87395 3.21587
C 1.65448 3.52800 2.37656
C -1.43137 2.87220 1.22107
C -1.59711 3.83342 2.21224
C -2.73303 4.63227 2.23705
C -3.71989 4.47739 1.27943
C -3.56879 3.51311 0.29085
C -2.44005 2.71548 0.26576
H -0.88562 4.60486 -2.09495
H -2.43133 6.35365 -1.31093
H -1.69585 7.98939 0.38910
H 0.58605 7.84096 1.32917
H 2.11881 6.08387 0.56909
H 2.96076 1.72021 -0.09392
H 5.03663 1.46644 1.19707
H 6.54764 3.39811 1.50804
H 5.99143 5.57323 0.47113
H 3.94829 5.80631 -0.88480
H 1.51873 0.20903 2.98451
H 3.40379 0.81078 4.47011
H 4.15859 3.16010 4.61707
H 3.02718 4.90320 3.27378
H 1.15584 4.28817 1.79576
H -0.85352 3.94902 2.98843
H -2.84337 5.37697 3.01472
H -4.60441 5.10093 1.30282
H -4.34051 3.37258 -0.45471
H -2.34488 1.94058 -0.48656
O -0.07144 -3.46797 -0.18844
C -1.16961 -3.82390 -0.68408
O -1.99639 -2.93262 -1.02221
C -1.45943 -5.26171 -0.96079
C -2.46260 -5.92351 -0.27029
C -2.75012 -7.26744 -0.52788
C -2.00431 -7.88356 -1.50000
O -2.08008 -9.18565 -1.93296
C -1.14898 -9.28920 -3.00456
O -0.41595 -8.07338 -3.08980
C -1.00782 -7.21926 -2.19203
C -0.70072 -5.90775 -1.94484
H -3.02653 -5.38579 0.47879
H -3.52246 -7.79457 0.01094
H -1.69178 -9.45073 -3.94342
H -0.45836 -10.11222 -2.80106
H 0.09398 -5.39919 -2.47295
N 0.91035 -3.07520 -7.34120
C 1.73129 -3.29261 -6.28192
S 3.21182 -3.97764 -6.44844
C 1.16654 -2.88219 -4.95141
C 1.99692 -2.83075 -3.83313
C 1.46837 -2.42393 -2.62457
N 0.18324 -2.08522 -2.47562
C -0.62731 -2.15598 -3.53594
C -0.17902 -2.54531 -4.78264
H 1.31743 -3.22509 -8.25130
H 0.18131 -2.38646 -7.28171
H 3.04257 -3.09070 -3.91743
H 2.08477 -2.36930 -1.73398
H -1.66681 -1.89716 -3.36829
H -0.90413 -2.60697 -5.57993
F -3.74787 -3.62546 7.67659
C -3.43603 -3.46347 6.38230
C -2.25707 -2.84220 6.01085
F -1.41190 -2.41177 6.95791
C -1.92877 -2.68724 4.67093
F -0.73224 -2.14184 4.41968
C -2.76853 -3.11654 3.64199
S -2.51400 -2.99964 1.91208
C -3.94429 -3.75341 4.06166
F -4.81011 -4.22324 3.15049
C -4.28201 -3.92959 5.38975
F -5.42840 -4.54083 5.72407
```

The highest occupied orbital energy (spin up / spin down) is -4.55 / -4.73 eV. As for the net charge: -1. As for the spin multiplicity: 2. For the max |F|, the calculation gives 0.6 eV/A. As for the expectation value of S²: 0.7758. The value obtained for the frontier orbital gap (spin up / spin down) is 5.605 / 5.787 eV.